No. 1
86
Properties=species:S:1:pos:R:3:forces:R:3:mulliken_charge:R:1 method="wB97M-V/def2-TZVPD" largest_force_ev_per_a=1.62 gap_ev=8.1958 total_charge=+1 e_tot_ev=-87506.9972
Sc 1.275 -22.080 10.050 -0.27 0.04 0.01 0.06
O -1.376 -23.322 13.134 -0.21 -0.31 -0.26 -0.49
C -1.124 -23.150 11.855 -0.20 -0.01 -0.36 0.78
O -0.501 -22.194 11.429 0.07 -0.01 0.04 -0.45
C -1.809 -24.236 11.039 -0.20 -0.22 -0.11 -0.71
O -1.370 -24.418 9.710 0.08 -0.24 0.48 -0.38
C -0.283 -25.373 9.563 -0.48 0.25 0.04 -0.69
C 0.916 -24.479 9.753 0.00 0.71 -0.36 1.18
O 1.202 -24.107 10.932 0.25 -0.22 -0.63 -0.76
O 1.343 -23.814 8.741 -0.20 -0.73 1.14 -0.58
H -0.959 -22.610 13.621 0.26 0.49 0.45 0.43
H -2.885 -23.978 11.016 0.43 0.01 -0.06 0.40
H -1.724 -25.147 11.634 -0.02 -0.12 -0.07 0.39
H -0.348 -25.766 8.557 0.01 0.04 -0.12 0.35
H -0.380 -26.179 10.293 0.17 0.12 0.03 0.41
C 4.786 -20.513 6.752 0.20 0.09 0.21 -0.51
C 4.452 -19.729 7.845 -0.69 -0.07 0.39 -1.21
C 3.381 -20.136 8.648 0.74 0.05 -0.89 -0.30
N 2.706 -21.270 8.433 0.03 0.13 -0.22 1.84
C 3.043 -22.014 7.369 -0.11 0.17 0.09 -0.60
C 4.061 -21.667 6.509 0.10 0.13 0.17 -1.26
H 5.627 -20.244 6.131 0.03 0.03 -0.13 0.52
H 4.986 -18.823 8.115 -0.03 -0.14 -0.16 0.56
H 3.088 -19.541 9.491 -0.12 0.20 0.32 0.54
H 2.479 -22.916 7.214 -0.07 -0.11 0.02 0.68
H 4.298 -22.333 5.703 0.08 -0.07 -0.31 0.55
C 8.768 -19.553 13.910 -0.11 -0.55 0.65 -1.64
C 8.540 -19.059 12.486 -0.08 0.11 -0.23 2.15
C 8.437 -17.528 12.461 -0.33 0.16 -0.10 -1.72
C 9.798 -19.418 11.681 -0.13 -0.23 -0.42 -2.01
C 7.276 -19.744 11.937 -0.07 -0.45 -0.33 0.47
C 7.427 -20.839 11.070 -0.06 0.47 0.48 -0.40
C 6.358 -21.598 10.632 -0.49 -0.13 0.18 -1.58
C 5.101 -21.269 11.083 0.54 0.44 0.04 0.54
O 3.899 -21.876 10.845 -0.13 0.30 0.26 -0.64
B 2.907 -21.008 11.416 -0.12 -0.61 -0.17 0.43
O 3.544 -19.979 12.086 0.61 0.30 0.05 -0.40
C 4.922 -20.134 11.860 -0.85 -0.43 0.19 0.96
C 5.969 -19.387 12.334 1.02 0.37 0.02 -1.07
H 9.704 -19.192 14.353 -0.11 0.08 -0.25 0.43
H 8.806 -20.654 13.919 0.04 0.29 -0.01 0.38
H 7.961 -19.270 14.594 -0.03 0.07 -0.15 0.35
H 9.341 -17.103 12.890 0.22 0.08 -0.18 0.46
H 7.630 -17.113 13.061 -0.27 -0.24 0.16 0.32
H 8.278 -17.145 11.444 0.25 -0.14 0.16 0.39
H 10.636 -18.918 12.136 0.40 0.32 0.18 0.47
H 9.744 -19.084 10.636 -0.10 -0.08 0.21 0.41
H 10.057 -20.483 11.686 -0.21 0.16 0.09 0.40
H 8.418 -21.135 10.785 0.12 -0.07 -0.24 0.28
H 6.487 -22.434 9.983 0.18 -0.53 -0.33 0.56
H 5.855 -18.543 13.002 -0.34 -0.01 -0.02 0.42
O -0.175 -21.148 8.933 -0.45 1.47 -0.51 0.34
P -0.595 -19.885 8.135 -0.07 -0.73 0.90 0.77
C 0.153 -18.397 8.802 0.10 0.26 0.99 0.95
C 0.342 -17.200 8.111 0.47 0.08 0.10 -0.17
C 0.875 -16.086 8.764 -0.20 -0.88 0.02 -0.89
C 1.240 -16.182 10.097 0.11 0.61 -0.47 -0.60
C 1.033 -17.343 10.810 -0.12 0.31 0.01 -0.73
C 0.453 -18.416 10.186 -0.13 -0.79 -0.75 -0.87
C -0.168 -20.072 6.431 0.24 -0.04 -0.86 0.51
C 1.036 -19.563 5.944 0.73 -0.20 -0.32 -0.25
C 1.422 -19.786 4.617 -0.97 0.03 0.72 -0.93
C 0.553 -20.465 3.776 0.57 -0.08 -0.60 -0.60
C -0.636 -20.990 4.245 -0.06 0.00 0.43 -0.78
C -0.994 -20.818 5.570 -0.52 0.24 0.60 -0.64
C -2.384 -19.660 8.213 -0.05 -0.09 -0.30 0.29
C -3.167 -20.742 8.595 -0.14 -0.19 0.09 -0.11
C -4.557 -20.649 8.537 0.22 0.23 -0.36 -0.67
C -5.178 -19.494 8.061 0.36 -0.43 0.29 -0.55
C -4.390 -18.418 7.666 0.37 -0.31 0.26 -0.69
C -3.004 -18.496 7.738 0.00 -0.24 0.30 -0.63
H 0.189 -17.135 7.047 -0.31 -0.05 -0.23 0.50
H 1.031 -15.175 8.221 0.07 0.28 -0.18 0.46
H 1.708 -15.323 10.544 0.05 0.14 0.31 0.42
H 1.297 -17.391 11.848 0.12 -0.12 0.32 0.51
H 0.285 -19.310 10.770 -0.09 -0.12 -0.02 0.29
H 1.752 -19.041 6.584 -0.40 -0.08 -0.02 0.44
H 2.361 -19.401 4.279 0.35 0.12 -0.25 0.53
H 0.815 -20.621 2.727 -0.01 0.09 0.31 0.39
H -1.272 -21.542 3.579 -0.23 -0.13 -0.15 0.47
H -1.949 -21.213 5.957 0.58 0.17 -0.31 0.39
H -2.675 -21.659 8.918 -0.18 0.16 -0.01 0.44
H -5.153 -21.502 8.800 -0.19 -0.21 0.19 0.44
H -6.263 -19.468 8.029 0.17 0.18 -0.10 0.39
H -4.836 -17.508 7.329 -0.28 0.40 -0.21 0.45
H -2.408 -17.637 7.465 0.05 0.07 -0.12 0.38



No. 2
14
Properties=species:S:1:pos:R:3:forces:R:3:mulliken_charge:R:1 method="wB97M-V/def2-TZVPD" largest_force_ev_per_a=0.51 gap_ev=10.6474 total_charge=0 de_lowest_kj_mol=45.0 smiles="C[C@@H](C=O)C(N)=O" e_tot_ev=-9846.8135
C 0.764 0.220 -1.364 0.00 0.07 -0.09 -1.38
C 0.185 -0.384 -0.085 0.06 0.01 -0.03 0.58
C 1.294 -0.777 0.885 0.33 -0.14 -0.08 -0.17
O 2.424 -1.011 0.538 -0.47 0.10 0.16 -0.48
C -0.725 0.611 0.621 0.05 0.12 0.10 0.31
N -2.063 0.401 0.493 -0.05 0.07 0.03 -0.36
O -0.259 1.538 1.260 -0.18 -0.30 -0.20 -0.61
H 1.241 1.177 -1.134 -0.06 -0.14 -0.04 0.32
H 1.521 -0.448 -1.781 -0.12 0.10 0.05 0.37
H -0.019 0.388 -2.110 0.10 -0.03 0.11 0.35
H -0.363 -1.309 -0.321 0.07 0.11 0.07 0.27
H 0.991 -0.865 1.948 0.05 0.01 -0.10 0.34
H -2.445 -0.344 -0.065 0.11 0.10 0.07 0.21
H -2.693 1.074 0.904 0.09 -0.08 -0.06 0.24



Repeat the second record exactly.
14
Properties=species:S:1:pos:R:3:forces:R:3:mulliken_charge:R:1 method="wB97M-V/def2-TZVPD" largest_force_ev_per_a=0.51 gap_ev=10.6474 total_charge=0 de_lowest_kj_mol=45.0 smiles="C[C@@H](C=O)C(N)=O" e_tot_ev=-9846.8135
C 0.764 0.220 -1.364 0.00 0.07 -0.09 -1.38
C 0.185 -0.384 -0.085 0.06 0.01 -0.03 0.58
C 1.294 -0.777 0.885 0.33 -0.14 -0.08 -0.17
O 2.424 -1.011 0.538 -0.47 0.10 0.16 -0.48
C -0.725 0.611 0.621 0.05 0.12 0.10 0.31
N -2.063 0.401 0.493 -0.05 0.07 0.03 -0.36
O -0.259 1.538 1.260 -0.18 -0.30 -0.20 -0.61
H 1.241 1.177 -1.134 -0.06 -0.14 -0.04 0.32
H 1.521 -0.448 -1.781 -0.12 0.10 0.05 0.37
H -0.019 0.388 -2.110 0.10 -0.03 0.11 0.35
H -0.363 -1.309 -0.321 0.07 0.11 0.07 0.27
H 0.991 -0.865 1.948 0.05 0.01 -0.10 0.34
H -2.445 -0.344 -0.065 0.11 0.10 0.07 0.21
H -2.693 1.074 0.904 0.09 -0.08 -0.06 0.24